DFT (the ωB97M-V functional and the def2-TZVPD basis) results for a molecular structure, C27H28CeN2Si in a non-equilibrium geometry.

XYZ file:
```
59
Properties=species:S:1:pos:R:3:lowdin_spin:R:1
C 1.86351 -2.53304 -1.00861 0.00
C 2.38843 -1.21954 -1.21893 0.00
C 2.63177 -0.63148 0.07668 0.00
H 2.44898 -0.71787 -2.18317 0.00
C 2.23417 -1.57211 1.08874 0.00
C 1.77145 -2.75694 0.41333 0.00
H 1.46191 -3.68897 0.88343 0.00
H 1.58471 -3.22966 -1.79536 0.00
H 3.01729 0.36469 0.26976 0.00
H 2.29199 -1.39993 2.16225 0.00
Ce 0.18175 -0.93006 -0.17628 1.01
C -3.23583 2.46167 1.17247 0.00
H 1.27919 0.82338 -1.13104 0.00
H -3.80452 1.83073 0.47937 0.00
H -2.48403 1.84528 1.68395 0.00
Si 0.48282 1.80544 -0.30605 -0.01
C 0.21214 3.03532 -1.67761 0.00
C 1.20307 3.28053 -2.65086 0.00
H 2.10790 2.66297 -2.68873 0.00
C 1.04037 4.34111 -3.55953 0.00
H 1.82593 4.54985 -4.29246 0.00
C -0.12050 5.11513 -3.51785 0.00
H -0.24829 5.93834 -4.22846 0.00
C -1.11598 4.85469 -2.56955 0.00
H -2.01407 5.47606 -2.52658 0.00
C -0.96017 3.80931 -1.65255 0.00
H -1.72948 3.60446 -0.90950 0.00
C 1.42805 2.86195 0.93123 0.00
C 1.79620 4.18369 0.60042 0.00
H 1.64361 4.54933 -0.41640 0.00
C 2.30711 5.06162 1.55717 0.00
H 2.54315 6.08877 1.26471 0.00
C 2.50198 4.63476 2.87151 0.00
H 2.89052 5.33290 3.62301 0.00
C 2.21657 3.30477 3.20168 0.00
H 2.40681 2.96197 4.21860 0.00
C 1.68518 2.42145 2.25102 0.00
H 1.44690 1.39551 2.53529 0.00
H -2.72051 3.24300 0.60371 0.00
H -3.90246 2.88464 1.88351 0.00
N -0.77015 -2.43307 1.85227 0.00
C -1.41798 -3.67806 1.49208 0.00
C -1.86658 -4.55437 2.46917 0.00
C -2.42941 -5.78603 2.08488 0.00
C -2.50421 -6.15156 0.74857 0.00
C -2.03218 -5.28555 -0.27241 0.00
C -1.97803 -5.64979 -1.63370 0.00
C -1.39952 -4.79131 -2.55754 0.00
C -0.90604 -3.55357 -2.11473 0.00
N -0.98778 -3.14624 -0.82820 0.00
C -1.51389 -4.00619 0.11224 0.00
H -1.30406 -1.96623 2.58246 0.00
H 0.11042 -2.62768 2.34292 0.00
H -1.76979 -4.28842 3.52093 0.00
H -2.80424 -6.46606 2.84300 0.00
H -2.90869 -7.11858 0.44402 0.00
H -2.36876 -6.61849 -1.92995 0.00
H -1.30131 -5.04845 -3.60785 0.00
H -0.40542 -2.87406 -2.81047 0.00
```

Calculated values
<S²>: 0.7516
Frontier orbital gap (spin up / spin down) in eV: 5.7 / 5.7
HOMO energy (spin up / spin down) in eV: -9.6 / -9.6
E_LUMO (spin up / spin down) in eV: -3.9 / -3.9
Multiplicity: 2
Net charge: +1

DFT (the ωB97M-V functional and the def2-TZVPD basis) results for a molecular structure, C27H28ClFeOP2 in a non-equilibrium geometry.

XYZ file:
```
60
Properties=species:S:1:pos:R:3:lowdin_spin:R:1
Fe -0.56520 -0.50485 0.73617 3.82
Cl 0.26848 -2.48661 0.92522 0.36
C 0.11106 1.17913 0.97195 0.15
O 0.52326 2.25876 1.19872 0.05
P 0.02641 0.14416 -1.34665 0.15
C -1.49858 -0.17721 -2.29800 0.06
C 0.53707 1.76995 -2.02085 0.01
C 1.30372 -0.96726 -2.03761 0.02
C 1.73636 1.95823 -2.73043 0.01
C 2.03797 3.20661 -3.28511 0.00
C 1.15477 4.27759 -3.13201 0.01
C -0.02818 4.10278 -2.40486 0.00
C -0.32992 2.85887 -1.84190 0.01
H 2.44113 1.13567 -2.84930 0.00
H 2.96899 3.33416 -3.84131 0.00
H 1.38581 5.24958 -3.57291 0.00
H -0.72300 4.93451 -2.27188 0.00
H -1.24653 2.73305 -1.26146 0.00
C -2.47940 -1.01467 -1.74760 0.03
C -3.64438 -1.28254 -2.47278 0.00
C -3.84025 -0.72063 -3.73871 0.01
C -2.86522 0.12137 -4.28151 0.01
C -1.69454 0.39673 -3.56812 0.01
H -2.33101 -1.46107 -0.75285 0.01
H -4.40982 -1.93131 -2.04453 0.00
H -4.75657 -0.93939 -4.29102 0.00
H -3.01312 0.57455 -5.26119 0.00
H -0.95299 1.07391 -3.99617 0.00
C 1.08535 -1.65221 -3.24039 0.01
C 2.09675 -2.45911 -3.77083 0.00
C 3.30803 -2.61017 -3.09162 0.01
C 3.51459 -1.94450 -1.87789 0.00
C 2.52252 -1.11196 -1.35508 0.00
H 0.13092 -1.55903 -3.76147 0.00
H 1.93021 -2.96935 -4.72123 0.00
H 4.09719 -3.24216 -3.50486 0.00
H 4.45188 -2.06660 -1.33613 0.00
H 2.68282 -0.58809 -0.41021 0.00
H -2.67226 -3.20471 0.59730 0.00
H -1.91174 -3.18906 0.53557 0.01
C -2.07436 -1.40447 3.48614 0.05
P -0.98848 -0.05842 2.93139 0.15
C -1.94547 1.41986 3.32961 0.03
C 0.37150 -0.15141 4.17285 0.01
C 1.24970 -1.24801 4.15353 0.01
C 2.22297 -1.39385 5.15716 0.00
C 2.34036 -0.43518 6.17464 0.01
C 1.49019 0.67617 6.15879 0.00
C 0.52354 0.83260 5.15872 0.00
H -2.91992 -1.42996 2.78841 0.00
H -2.41164 -1.22264 4.51680 0.01
H -1.50033 -2.33536 3.42470 0.00
H -2.21410 1.38038 4.39340 0.01
H -1.30473 2.28088 3.09528 0.00
H -2.85834 1.48615 2.71842 0.00
H 1.19208 -1.98822 3.34589 0.00
H 2.89256 -2.25003 5.12968 0.00
H 3.09673 -0.54957 6.95091 0.00
H 1.58828 1.43823 6.92259 0.00
H -0.10308 1.72571 5.14463 0.00
```

Calculated values
<S²>: 8.7886
Frontier orbital gap (spin up / spin down) in eV: 6.7 / 5.1
HOMO energy (spin up / spin down) in eV: -14.5 / -14.8
E_LUMO (spin up / spin down) in eV: -7.7 / -9.7
Multiplicity: 6
Net charge: +2

DFT (the ωB97M-V functional and the def2-TZVPD basis) results for 4 unconnected molecules or ions with the total composition C27H28F9O3S in a non-equilibrium geometry.

XYZ file:
```
68
Properties=species:S:1:pos:R:3:nbo_charge:R:1
C 6.94271 -2.61289 0.86169 -0.64
C 5.60122 -2.35707 -0.10180 -0.12
O 5.11869 -3.66859 -0.56006 -0.50
C 3.66178 -3.69262 -0.76376 -0.18
S 2.69034 -4.08174 0.83776 0.74
C 1.28889 -5.16306 0.24074 -0.67
C 1.53926 -6.67115 0.92027 0.73
O 2.23878 -7.64755 0.33552 -0.45
O 0.92127 -6.98181 2.25146 -0.67
C 2.13311 -2.44940 1.56782 0.51
F 2.18364 -1.32098 0.56237 -0.30
F 3.22941 -2.08569 2.54728 -0.29
C 0.75018 -2.48338 2.43796 0.59
F 0.38328 -3.85634 2.95313 -0.31
F 1.04087 -1.71050 3.70768 -0.28
C -0.52990 -1.70413 1.77835 0.58
F -0.32432 -0.22389 1.60364 -0.27
F -1.63710 -1.80370 2.80358 -0.28
C -1.13747 -2.34376 0.40437 0.92
F -1.98867 -3.56658 0.65962 -0.30
F -2.12476 -1.32180 -0.11551 -0.30
F -0.16547 -2.52765 -0.69996 -0.32
H 6.58375 -2.71428 1.97990 0.22
H 7.51272 -3.57212 0.47071 0.25
H 7.62946 -1.66011 0.77346 0.24
H 5.88963 -1.61679 -0.97826 0.22
H 4.83114 -1.77777 0.57583 0.18
H 3.34124 -2.68222 -1.25744 0.27
H 3.35493 -4.54274 -1.54416 0.28
H 0.22138 -4.84280 0.59455 0.32
H 1.25044 -5.35033 -0.91528 0.32
H 1.44174 -6.38486 2.87944 0.49
C -2.37835 1.26315 -2.26914 -0.25
C -2.87246 1.84952 -3.43396 -0.20
C -2.52307 3.16007 -3.75829 -0.21
C -1.67074 3.88155 -2.92192 -0.21
C -1.17365 3.29382 -1.75901 -0.23
C -1.53051 1.98642 -1.42992 -0.17
H -2.65361 0.24292 -2.01496 0.21
H -3.53110 1.28489 -4.08915 0.22
H -2.91361 3.61897 -4.66251 0.22
H -1.39443 4.90120 -3.17702 0.22
H -0.50814 3.85566 -1.10818 0.21
H -1.14747 1.53077 -0.52105 0.19
C -6.13232 -0.45689 -0.15086 -0.21
C -7.51938 -0.40078 -0.28386 -0.22
C -8.11892 0.70564 -0.88486 -0.21
C -7.32981 1.75251 -1.36222 -0.23
C -5.94247 1.69463 -1.23257 -0.15
C -5.34356 0.59240 -0.62318 -0.25
H -5.66566 -1.31778 0.32066 0.20
H -8.13373 -1.21971 0.08195 0.21
H -9.20015 0.75211 -0.98229 0.22
H -7.79654 2.61260 -1.83501 0.22
H -5.32756 2.50980 -1.60610 0.21
H -4.26310 0.55017 -0.51739 0.20
C 1.85561 4.41537 0.85079 -0.23
C 2.08286 5.34940 -0.15951 -0.21
C 2.82288 6.50081 0.10775 -0.21
C 3.34452 6.71353 1.38414 -0.21
C 3.12041 5.77760 2.39344 -0.21
C 2.37249 4.63068 2.12856 -0.22
H 1.27595 3.51979 0.64301 0.20
H 1.68217 5.18022 -1.15586 0.21
H 2.99408 7.23166 -0.67791 0.22
H 3.92538 7.60839 1.59132 0.22
H 3.52838 5.94274 3.38764 0.22
H 2.19344 3.90446 2.91655 0.21
```

Calculated values
Frontier orbital gap in eV: 5.5
HOMO energy in eV: -10.7
E_LUMO in eV: -5.2
Net charge: +1

DFT (the ωB97M-V functional and the def2-TZVPD basis) results for a molecular structure, C27H28MoN5O2S3 in a non-equilibrium geometry.

XYZ file:
```
66
Properties=species:S:1:pos:R:3:nbo_charge:R:1
Mo -0.99845 0.17547 -0.18135 1.01
C 1.62091 -0.14237 -2.05283 -0.65
C 1.05064 0.79175 -1.02291 0.24
N 1.00404 0.37362 0.25558 -0.28
N 1.36462 1.16401 1.31720 -0.35
C 0.57457 1.07039 2.32365 -0.06
S -0.92001 0.15060 2.25535 0.04
S 0.95267 1.91250 3.81215 0.31
C 1.77172 3.42669 3.15590 -0.54
C 3.24916 3.48386 3.41153 0.04
C 4.14020 2.84488 2.55373 -0.24
C 5.50524 2.92716 2.77622 -0.20
C 5.99492 3.64754 3.85826 -0.21
C 5.11264 4.28547 4.71657 -0.19
C 3.74528 4.20254 4.49294 -0.24
C 0.99603 2.24991 -1.26862 -0.18
C 1.97354 3.01253 -1.89096 -0.16
C 1.82539 4.38996 -1.95066 -0.22
C 0.70258 4.99907 -1.39706 -0.17
C -0.28965 4.24757 -0.78590 -0.27
C -0.13268 2.87271 -0.73629 0.38
O -1.05209 2.05002 -0.17591 -0.59
H 2.69286 -0.24595 -1.87051 0.24
H 1.46362 0.25449 -3.05301 0.23
H 1.17492 -1.13326 -1.98907 0.23
H 1.25442 4.24785 3.64886 0.24
H 1.55015 3.44803 2.09108 0.25
H 3.75246 2.28080 1.71402 0.22
H 6.19282 2.43108 2.10325 0.21
H 7.06103 3.71117 4.03165 0.22
H 5.48728 4.85322 5.55805 0.22
H 3.05746 4.70623 5.16260 0.21
H 2.85399 2.53559 -2.30367 0.22
H 2.58773 4.99325 -2.42368 0.23
H 0.59723 6.07448 -1.44727 0.23
H -1.17311 4.70109 -0.35684 0.24
O -1.31301 0.13411 -2.25095 -0.53
N -2.55212 0.00955 -2.75936 0.00
C -2.63748 -0.02874 -4.10637 0.05
C -3.85135 -0.13626 -4.72161 -0.25
C -5.00313 -0.19695 -3.93186 -0.14
C -4.88945 -0.15933 -2.56444 -0.22
C -3.63245 -0.06119 -1.95344 0.05
S -3.42973 -0.02545 -0.24101 0.05
H -1.68992 0.04148 -4.61781 0.25
H -3.89824 -0.16834 -5.79941 0.25
H -5.97759 -0.26822 -4.39476 0.24
H -5.75348 -0.19970 -1.91721 0.25
N -0.84966 -1.86113 -0.22238 -0.50
C -1.01973 -3.00696 -0.12952 0.70
N -1.18601 -4.27616 -0.01424 -0.44
C -0.89834 -4.96172 1.26650 -0.20
C -2.13579 -5.71643 1.74628 -0.42
C -2.91598 -6.34880 0.57550 -0.40
C -2.04847 -6.46998 -0.67557 -0.42
C -1.64578 -5.08788 -1.16998 -0.20
H -0.57975 -4.21269 1.98847 0.24
H -0.06108 -5.63863 1.09530 0.21
H -2.78372 -5.04291 2.30663 0.22
H -1.79543 -6.48531 2.44070 0.23
H -3.78698 -5.73488 0.33451 0.21
H -3.29166 -7.32859 0.86464 0.23
H -2.59543 -6.96244 -1.47908 0.24
H -1.16464 -7.07790 -0.47257 0.21
H -2.50621 -4.58381 -1.61289 0.21
H -0.85157 -5.13870 -1.91608 0.21
```

Calculated values
Frontier orbital gap (spin up / spin down) in eV: 6.1 / 5.8
HOMO energy (spin up / spin down) in eV: -10.3 / -10.3
E_LUMO (spin up / spin down) in eV: -4.3 / -4.5
Net charge: +1

Across the entries above, electronic energy takes the values -1919.522646 -3526.833750 -2567.683828 -2732.457504 a.u., respectively.